No. 1
{"formula": "C7H16N", "method": "ωB97M-V/def2-TZVPD", "orbital_gap_ev": 10.26, "smiles": "C=C(CC)C[C@H](C)[NH3+]", "total_charge": 1, "species": ["C", "C", "C", "C", "C", "C", "C", "N", "H", "H", "H", "H", "H", "H", "H", "H", "H", "H", "H", "H", "H", "H", "H", "H"], "coordinates": [[-1.894, -0.734, -1.783], [-1.073, -0.503, -0.545], [-0.006, 0.600, -0.841], [0.862, 1.003, 0.332], [0.391, 1.922, 1.182], [2.256, 0.360, 0.444], [2.006, -1.140, 0.724], [-1.799, -0.220, 0.762], [-2.654, -1.506, -1.718], [-2.491, 0.101, -2.152], [-1.389, -1.162, -2.672], [-0.553, -1.470, -0.372], [0.525, 0.171, -1.688], [-0.461, 1.484, -1.226], [0.978, 2.295, 2.039], [-0.603, 2.389, 1.211], [2.856, 0.443, -0.460], [2.982, 0.876, 1.075], [2.590, -1.423, 1.680], [0.972, -1.480, 0.924], [2.312, -1.667, -0.168], [-1.848, -1.026, 1.385], [-2.733, 0.174, 0.641], [-1.225, 0.514, 1.228]], "mulliken_charge": [-1.65, 0.29, -0.84, 0.56, -1.17, -0.82, -0.87, -0.03, 0.44, 0.41, 0.40, 0.10, 0.43, 0.51, 0.29, 0.35, 0.33, 0.49, 0.29, 0.21, 0.27, 0.40, 0.40, 0.23]}


No. 2
{"formula": "C17H23BrO4S4Ti", "method": "ωB97M-V/def2-TZVPD", "orbital_gap_ev": [5.71, 8.89], "spin_multiplicity": 3, "total_charge": 0, "s2": 2.005, "species": ["Ti", "C", "C", "S", "C", "C", "S", "C", "C", "S", "C", "C", "S", "H", "H", "H", "H", "H", "H", "H", "H", "H", "H", "H", "H", "H", "H", "H", "H", "C", "C", "O", "O", "H", "H", "H", "Br", "C", "C", "C", "C", "C", "C", "C", "O", "O", "H", "H", "H", "H"], "coordinates": [[0.209, 0.382, -1.584], [2.065, -3.415, -0.165], [0.671, -3.004, 0.483], [-0.275, -2.063, -0.767], [-1.685, -1.567, 0.441], [-1.259, -0.553, 1.493], [0.293, 0.192, 0.924], [0.766, 1.585, 1.918], [1.755, 1.254, 3.036], [3.457, 0.719, 2.515], [3.154, -1.115, 2.430], [3.993, -1.833, 1.355], [3.374, -3.570, 1.126], [2.374, -2.702, -0.899], [1.999, -4.424, -0.716], [0.832, -2.310, 1.297], [0.083, -3.877, 0.878], [-2.074, -2.510, 0.857], [-2.464, -1.130, -0.194], [-1.091, -1.063, 2.455], [-2.031, 0.136, 1.736], [-0.108, 2.186, 2.249], [1.322, 2.231, 1.206], [1.285, 0.508, 3.712], [1.955, 2.141, 3.647], [2.110, -1.147, 2.207], [3.306, -1.652, 3.383], [5.005, -1.983, 1.617], [3.956, -1.437, 0.307], [3.706, -0.059, -3.250], [2.326, 0.273, -2.717], [2.209, 0.767, -1.556], [1.281, -0.077, -3.324], [4.374, -0.076, -2.350], [4.070, 0.625, -4.062], [3.670, -1.021, -3.768], [-4.726, -0.518, -2.504], [-4.479, 1.212, -1.744], [-5.589, 1.919, -1.251], [-5.496, 3.069, -0.524], [-4.246, 3.541, -0.119], [-3.125, 2.881, -0.580], [-3.210, 1.711, -1.429], [-1.892, 1.159, -1.916], [-1.687, -0.069, -2.191], [-0.858, 1.933, -2.070], [-6.571, 1.565, -1.610], [-6.425, 3.597, -0.257], [-4.163, 4.456, 0.448], [-2.145, 3.132, -0.177]], "mulliken_charge": [-0.29, -0.46, 0.09, -0.03, -0.37, -0.77, 0.42, -0.70, -0.93, -0.11, 0.63, -0.34, -0.12, 0.01, 0.35, -0.21, 0.35, 0.56, -0.07, 0.36, 0.57, 0.50, 0.31, 0.32, 0.47, -0.72, 0.39, 0.46, -0.14, -1.17, 1.13, -0.66, -0.64, 0.25, 0.35, 0.32, -0.13, 0.23, -0.41, -0.40, -0.64, -0.72, 0.45, 1.38, -0.69, -0.61, 0.34, 0.35, 0.40, 0.35]}


No. 3
{"formula": "C23H33ClFN6O3P", "method": "ωB97M-V/def2-TZVPD", "orbital_gap_ev": 7.61, "smiles": "CCCO[C@H]1C(=O)N[C@@](N)(P(O)Cl)[C@H]1F.c1cc[nH]c1.c1cc[nH]c1.c1cc[nH]c1.c1cc[nH]c1", "total_charge": 0, "species": ["C", "C", "C", "O", "C", "C", "O", "N", "C", "N", "P", "O", "Cl", "C", "F", "H", "H", "H", "H", "H", "H", "H", "H", "H", "H", "H", "H", "H", "N", "C", "C", "C", "C", "H", "H", "H", "H", "H", "N", "C", "C", "C", "C", "H", "H", "H", "H", "H", "N", "C", "C", "C", "C", "H", "H", "H", "H", "H", "N", "C", "C", "C", "C", "H", "H", "H", "H", "H"], "coordinates": [[4.588, 0.026, -2.311], [4.222, -1.048, -1.183], [3.371, -2.281, -1.816], [2.015, -2.348, -1.323], [1.123, -1.557, -2.155], [-0.430, -1.980, -2.002], [-0.938, -3.105, -2.071], [-1.294, -0.801, -1.691], [-0.414, 0.388, -1.863], [-0.486, 0.699, -3.312], [-0.805, 1.958, -0.832], [-1.087, 3.298, -1.840], [0.920, 2.497, 0.324], [1.012, -0.148, -1.326], [1.043, -0.646, 0.026], [3.716, 0.238, -3.027], [5.440, -0.356, -2.979], [4.855, 1.049, -1.859], [5.141, -1.498, -0.694], [3.580, -0.528, -0.383], [3.916, -3.246, -1.510], [3.422, -2.269, -2.967], [1.526, -1.318, -3.190], [-1.636, -0.996, -0.737], [-0.980, -0.020, -3.848], [0.455, 0.891, -3.675], [-0.640, 3.202, -2.716], [1.902, 0.485, -1.664], [4.226, 5.193, 1.743], [3.052, 5.135, 1.039], [2.519, 6.399, 1.002], [3.406, 7.253, 1.705], [4.451, 6.481, 2.148], [4.830, 4.410, 1.932], [2.699, 4.201, 0.628], [1.593, 6.679, 0.522], [3.292, 8.314, 1.867], [5.333, 6.737, 2.715], [0.208, -6.408, -0.317], [0.531, -7.724, -0.121], [0.094, -8.434, -1.212], [-0.511, -7.510, -2.102], [-0.423, -6.268, -1.523], [0.404, -5.659, 0.326], [1.042, -8.041, 0.775], [0.199, -9.499, -1.355], [-0.959, -7.730, -3.059], [-0.755, -5.299, -1.864], [-2.904, 3.274, 1.278], [-2.733, 3.120, 2.627], [-3.892, 3.515, 3.250], [-4.797, 3.918, 2.238], [-4.161, 3.755, 1.031], [-2.209, 3.062, 0.573], [-1.803, 2.743, 3.027], [-4.068, 3.514, 4.315], [-5.803, 4.286, 2.376], [-4.493, 3.941, 0.021], [-3.687, -0.370, 2.716], [-3.432, -1.387, 3.595], [-4.233, -2.450, 3.259], [-4.997, -2.062, 2.131], [-4.637, -0.774, 1.816], [-3.245, 0.536, 2.727], [-2.704, -1.266, 4.383], [-4.266, -3.402, 3.768], [-5.729, -2.658, 1.606], [-4.974, -0.112, 1.033]], "mulliken_charge": [-0.98, -0.26, -0.44, -0.40, 0.32, -0.22, -0.55, -0.46, 1.14, -0.52, 0.30, -0.49, -0.27, -0.95, -0.39, 0.22, 0.33, 0.28, 0.37, 0.21, 0.32, 0.31, 0.44, 0.37, 0.30, 0.23, 0.34, 0.45, 0.00, -0.13, -0.39, -0.43, -0.48, 0.19, 0.16, 0.39, 0.38, 0.37, 0.06, -0.52, -0.35, -0.55, -0.40, 0.20, 0.37, 0.39, 0.38, 0.47, 0.25, -0.95, -0.23, -0.67, -0.33, 0.07, 0.47, 0.41, 0.40, 0.40, 0.15, -0.56, -0.44, -0.60, -0.34, 0.24, 0.37, 0.40, 0.40, 0.42]}


No. 4
{"formula": "C4H3LiO6", "method": "ωB97M-V/def2-TZVPD", "orbital_gap_ev": [7.47, 7.25], "spin_multiplicity": 2, "total_charge": -1, "s2": 0.782, "species": ["C", "C", "O", "C", "O", "O", "H", "H", "H", "O", "O", "O", "C", "Li"], "coordinates": [[-0.069, -1.602, -0.212], [-1.191, -0.734, -0.136], [-1.044, 0.365, 0.653], [-1.759, 1.575, 0.416], [-2.783, 1.529, -0.244], [-1.110, 2.523, 0.907], [0.358, -1.807, 0.777], [-1.953, -0.661, -0.912], [-0.233, -2.465, -0.863], [1.468, -0.851, -0.952], [3.383, 0.132, -1.032], [2.050, 0.530, 0.718], [2.327, -0.009, -0.382], [0.555, 1.474, 1.264]], "mulliken_charge": [-0.32, -0.20, -0.39, 0.81, -0.64, -0.80, 0.23, 0.38, 0.28, -0.43, -0.70, -0.86, 0.71, 0.93]}


No. 5
{"formula": "C9H11ClFNO6PS", "method": "ωB97M-V/def2-TZVPD", "orbital_gap_ev": 5.70, "total_charge": -1, "species": ["O", "P", "O", "O", "C", "C", "C", "F", "S", "O", "O", "O", "C", "C", "C", "C", "C", "C", "N", "H", "H", "H", "H", "H", "H", "H", "H", "H", "H", "H", "Cl"], "coordinates": [[-2.284, -1.160, 0.452], [-1.491, -1.573, -0.726], [-2.602, -2.159, -1.859], [-0.438, -2.825, -0.451], [-0.675, -0.133, -1.634], [-1.622, 1.134, -1.725], [-1.316, 2.315, -0.741], [-1.857, 2.171, 0.519], [0.491, 2.688, -0.757], [0.666, 3.879, -1.607], [0.988, 3.026, 0.561], [1.303, 1.472, -1.509], [0.817, 0.146, -1.165], [1.141, -0.258, 0.342], [2.377, -1.062, 0.514], [2.771, -1.483, 1.867], [1.871, -1.025, 2.951], [0.696, -0.198, 2.612], [0.306, 0.185, 1.335], [-2.962, -3.000, -1.513], [-0.312, -2.870, 0.522], [-0.588, -0.517, -2.698], [-1.482, 1.556, -2.766], [-2.701, 0.806, -1.695], [-1.817, 3.229, -1.176], [1.455, -0.560, -1.773], [3.031, -1.386, -0.327], [3.675, -2.108, 2.065], [2.128, -1.305, 4.005], [0.073, 0.148, 3.477], [-1.644, 0.867, 2.902]], "mulliken_charge": [-0.53, 0.75, -0.58, -0.55, 0.12, -1.09, 0.09, -0.21, 1.24, -0.73, -0.60, -0.45, -0.45, 0.47, -0.80, -0.44, -0.52, -0.24, 0.22, 0.33, 0.36, 0.50, 0.44, 0.32, 0.42, 0.47, 0.26, 0.35, 0.33, 0.32, -0.79]}


No. 6
{"formula": "C11H22N2O6S2", "method": "ωB97M-V/def2-TZVPD", "orbital_gap_ev": 10.06, "total_charge": 0, "species": ["C", "S", "O", "O", "C", "O", "S", "O", "O", "O", "C", "C", "C", "C", "C", "N", "H", "H", "H", "H", "H", "H", "H", "H", "H", "H", "H", "H", "H", "H", "H", "C", "C", "C", "C", "N", "H", "H", "H", "H", "H", "H", "H"], "coordinates": [[3.696, -0.826, 1.348], [2.782, -1.896, 0.131], [3.700, -2.118, -1.022], [2.530, -3.199, 0.818], [1.249, -0.937, -0.283], [1.620, -0.298, -1.555], [0.326, -0.573, -2.569], [-0.510, 0.637, -2.378], [0.585, -0.891, -3.990], [-0.149, -2.002, -1.878], [-0.144, -1.678, -0.454], [-0.535, -2.848, 0.521], [-2.094, -3.047, 0.723], [-3.007, -2.433, -0.411], [-3.532, -0.960, -0.148], [-3.238, -0.423, 1.200], [4.798, -1.005, 1.305], [3.258, -0.968, 2.378], [3.415, 0.232, 1.046], [1.143, -0.017, 0.374], [-0.875, -0.858, -0.154], [-0.096, -2.578, 1.532], [0.017, -3.784, 0.207], [-2.345, -2.722, 1.766], [-2.275, -4.167, 0.702], [-2.545, -2.497, -1.444], [-3.927, -3.097, -0.473], [-3.012, -0.281, -0.897], [-4.646, -0.858, -0.335], [-3.831, -0.869, 1.898], [-3.297, 0.591, 1.243], [0.023, 4.707, 0.745], [0.784, 4.389, -0.538], [1.317, 2.955, -0.575], [2.264, 2.731, 0.560], [3.002, 2.558, 1.439], [0.666, 4.629, 1.624], [-0.363, 5.728, 0.714], [-0.824, 4.028, 0.877], [1.613, 5.094, -0.643], [0.121, 4.543, -1.393], [1.841, 2.770, -1.514], [0.495, 2.238, -0.500]], "mulliken_charge": [-0.56, 1.32, -0.69, -0.68, -0.07, -0.24, 1.05, -0.54, -0.61, -0.42, 0.08, -0.71, -0.66, -0.53, -0.55, -0.51, 0.37, 0.31, 0.00, 0.38, 0.15, 0.25, 0.43, 0.39, 0.32, 0.24, 0.43, 0.25, 0.35, 0.20, 0.19, -1.15, -0.66, 0.17, 0.36, -0.57, 0.36, 0.36, 0.26, 0.33, 0.35, 0.32, -0.07]}